ORCA calculation (the ωB97M-V functional and the def2-TZVPD basis) on the molecule C3H6O2S.

```
12
Properties=species:S:1:pos:R:3:forces:R:3:mulliken_charge:R:1
C -1.041 -0.018 -0.206 -0.9 0.3 1.2 -0.358
C 1.277 -0.745 -0.082 -1.4 2.2 2.2 -1.242
C 0.284 0.388 0.368 1.4 -1.1 0.2 0.313
O -3.418 -0.433 -0.673 -0.7 0.0 1.0 -0.517
O 0.790 1.559 -0.210 -0.6 1.0 -0.5 -0.518
S -2.548 0.004 0.447 1.5 -0.1 -2.1 0.335
H -1.050 -0.525 -1.171 0.0 0.4 -0.1 0.258
H 1.208 -0.773 -1.119 0.2 -0.4 -1.8 0.369
H 0.754 -1.505 0.414 0.3 -2.3 0.4 0.374
H 2.255 -0.486 0.292 0.3 -0.4 0.1 0.309
H 0.296 0.427 1.487 -0.3 0.1 -0.8 0.350
H 1.193 2.107 0.455 0.1 0.3 0.3 0.327
```
Forces are in eV/Å.

## Properties
**HOMO level**: -9.47 eV
**Lowest unoccupied orbital energy**: -0.413 eV
**Energy above the lowest of the compared OMol25 structures with the same formula, charge and spin**: 63.4 kcal per mole